[1]
Computed, not measured: C16H22N4O2S as an isolated structure, with the ωB97M-V functional and the def2-TZVPD basis.

Last column: natural (NBO) charge in e.
CARTESIAN COORDINATES (ANGSTROEM)
C  0.905356  -3.363263  -1.078392  -0.6138
C  1.579934  -2.200062  -0.357621  -0.3745
C  1.943042  -1.005331  -1.265277  -0.2659
C  3.016785  -1.398101  -2.288733  -0.5830
C  0.742113  -0.566599  -1.992318  0.3237
N  -0.200793  -0.216728  -2.545614  -0.3496
C  2.483202  0.112628  -0.366166  0.7072
O  3.641856  0.094512  0.002965  -0.6152
N  1.602303  1.058586  0.009921  -0.6115
C  1.923016  2.155529  0.899887  -0.2668
C  1.134927  3.390201  0.534240  -0.1876
C  -0.006274  3.777136  1.095852  -0.1870
C  -0.746120  3.024725  2.169701  -0.2742
N  -2.172902  2.822164  1.902953  -0.6476
C  -2.714574  2.622213  0.656278  0.6989
O  -3.547389  3.381077  0.192554  -0.5745
C  -2.138620  1.519046  -0.209129  -0.5448
C  -2.103423  0.146477  0.390080  -0.1864
C  -2.271276  -1.050354  -0.248189  -0.3134
C  -2.132543  -2.142205  0.631485  0.1901
C  -2.278441  -3.593846  0.275119  -0.6429
N  -1.856202  -1.860170  1.884999  -0.5969
S  -1.770770  -0.194378  2.050114  0.6074
H  0.675228  -4.157251  -0.369154  0.2210
H  -0.031228  -3.057140  -1.547769  0.2125
H  1.546419  -3.791380  -1.850100  0.2089
H  0.915388  -1.859971  0.444019  0.2197
H  2.488922  -2.549224  0.133171  0.2284
H  3.364494  -0.529745  -2.848496  0.2267
H  3.877959  -1.836952  -1.790169  0.2383
H  2.627262  -2.115922  -3.009045  0.2186
H  0.641688  0.960586  -0.274268  0.4071
H  1.747759  1.856724  1.936054  0.1972
H  2.983780  2.386273  0.830575  0.2412
H  1.566185  4.007567  -0.246143  0.2139
H  -0.466357  4.704856  0.769673  0.2156
H  -0.267520  2.068860  2.389166  0.2048
H  -0.689350  3.608474  3.089692  0.2259
H  -2.744435  3.516139  2.367602  0.3992
H  -2.701356  1.509456  -1.139764  0.2670
H  -1.130377  1.836840  -0.488165  0.2403
H  -2.483018  -1.141271  -1.304475  0.2434
H  -2.431064  -3.737904  -0.795309  0.2160
H  -1.393487  -4.158026  0.565227  0.2280
H  -3.130098  -4.034249  0.792969  0.2346

Cartesian forces (eV/Å) of the 6 atoms listed first:
0.11 0.02 -0.12
-0.38 -0.27 0.30
0.09 -0.33 -0.25
0.15 0.04 -0.26
0.07 0.02 0.06
-0.06 0.06 -0.07

Its energy relative to the best compared isomer or geometry (same formula, charge and spin) is 139.7 kJ/mol. Its total energy is -1390.5887 hartree. The frontier orbital gap comes out at 10.0 eV. The HOMO energy is -9.4 eV.

[2]
Computed, not measured: one molecule with the formula C7H8F3NO, with the ωB97M-V functional and the def2-TZVPD basis.

Last column: natural (NBO) charge in e.
CARTESIAN COORDINATES (ANGSTROEM)
C  -0.254791  0.182334  -2.397815  -0.2849
O  -0.835612  0.481206  -1.098408  -0.5329
C  -0.271873  -0.293082  -0.075150  0.3121
C  -0.739976  -1.830976  -0.165488  0.9408
F  -1.805567  -2.020923  -0.894392  -0.3155
F  0.235967  -2.559382  -0.816846  -0.3409
F  -0.953301  -2.359088  1.009066  -0.3132
C  -0.800855  0.262495  1.232342  -0.5002
C  -0.016175  1.446343  1.650498  -0.0658
C  1.252093  1.581070  1.390474  -0.3269
C  1.809676  0.521510  0.578584  0.1295
N  1.168016  -0.399333  -0.018471  -0.4599
H  -0.113185  -0.925676  -2.463554  0.1917
H  0.753804  0.736191  -2.291650  0.2097
H  -1.093033  0.364005  -3.080239  0.2117
H  -0.763678  -0.443641  2.048220  0.2532
H  -1.797794  0.520065  0.906315  0.2485
H  -0.643358  1.982545  2.441427  0.2161
H  1.922747  2.339221  1.723278  0.2290
H  2.946893  0.415118  0.321810  0.1978

Cartesian forces (eV/Å) of the 6 atoms listed first:
0.66 -0.64 1.69
0.55 -0.83 0.26
-0.50 -1.75 1.69
2.19 0.88 -1.93
-1.69 0.23 -0.66
-0.54 0.03 0.80

Its energy relative to the best compared isomer or geometry (same formula, charge and spin) is 96.6 kJ/mol. Its total energy is -701.0538 hartree. The frontier orbital gap comes out at 9.7 eV. The HOMO energy is -9.5 eV.

[3]
Computed, not measured: a 3-piece molecular cluster, C6H14NO overall, with the ωB97M-V functional and the def2-TZVPD basis.

Last column: natural (NBO) charge in e.
CARTESIAN COORDINATES (ANGSTROEM)
C  1.318989  -0.670078  -0.946249  -0.3099
C  2.403085  -0.287876  0.064599  -0.2414
C  0.857702  0.041038  0.329969  -0.0024
C  0.101070  -0.883689  1.222346  -0.5514
C  -0.396212  2.099775  0.797257  -0.1116
C  0.655708  1.488196  0.195191  -0.1854
N  -1.306791  -1.132994  -1.909313  -1.1314
H  1.274119  -1.752353  -0.977123  0.2841
H  1.121530  -0.080287  -1.827655  0.2766
H  2.627327  -0.802074  0.993002  0.2588
H  3.164577  0.418503  -0.235302  0.2606
H  0.560406  -1.867206  1.131382  0.2499
H  0.100031  -0.667754  2.298424  0.2746
H  -1.208148  1.473004  1.167474  0.2417
H  -0.485558  3.171121  0.901610  0.2271
H  1.270131  2.131978  -0.419737  0.2498
H  -1.617547  -1.996100  -2.348468  0.3726
H  -1.882681  -1.005569  -1.079076  0.3952
H  -1.414375  -0.433097  -2.634042  0.3696
H  -0.998953  -0.661080  0.966138  0.3389
H  -3.229610  -0.475646  1.131315  0.4740
O  -2.487434  -0.120120  0.611694  -0.7402

Cartesian forces (eV/Å) of the 6 atoms listed first:
3.46 -0.37 1.44
0.37 -0.89 -1.97
-3.62 1.40 0.56
3.14 1.55 0.49
-0.46 -0.35 0.69
-0.44 -1.08 0.49

As for the charge: +1. Its energy relative to the best compared isomer or geometry (same formula, charge and spin) is 822.8 kJ/mol. Its total energy is -366.4539 hartree. The frontier orbital gap comes out at 4.3 eV. The HOMO energy is -13.1 eV.

[4]
Computed, not measured: C16H14BF2O6S3SbW as an isolated structure, with the ωB97M-V functional and the def2-TZVPD basis.

Last column: Mulliken spin population.
CARTESIAN COORDINATES (ANGSTROEM)
W  -0.981245  1.739389  -0.784225  0.3706
S  -3.262071  4.240014  1.200394  0.0397
Sb  -2.837778  3.894472  -1.009639  0.0100
S  -0.380637  3.934804  -1.155268  0.0496
S  -2.105033  1.392545  -2.692542  0.4699
C  5.542577  -0.769223  -1.049714  0.0000
O  5.284642  -0.584380  0.334130  0.0002
C  4.123813  0.020516  0.674031  0.0004
C  3.882025  0.143972  2.050219  -0.0019
C  2.720911  0.735474  2.471521  0.0040
C  1.750737  1.214533  1.571894  -0.0020
C  0.464860  1.711344  2.057258  -0.0051
C  0.285413  2.232337  3.453418  -0.0027
O  -0.550461  1.736530  1.357578  0.0145
C  2.033161  1.101196  0.197618  0.0144
O  1.221705  1.636081  -0.718524  -0.0161
C  3.214124  0.504190  -0.245291  -0.0058
H  6.489581  -1.298095  -1.108317  0.0000
H  5.627050  0.189632  -1.565655  0.0000
H  4.757696  -1.365646  -1.519064  0.0000
H  4.610725  -0.241130  2.749196  0.0000
H  2.535022  0.799269  3.533611  0.0000
H  1.113270  2.048599  4.128956  0.0001
H  -0.643570  1.831351  3.854809  0.0000
H  0.141115  3.310814  3.348636  0.0005
H  3.372732  0.443255  -1.310683  0.0003
F  1.230531  1.744365  -3.134608  0.0035
B  0.752739  1.044535  -2.078074  0.0204
F  1.032876  -0.294084  -2.151018  0.0030
O  -1.279033  -2.862942  -1.481882  -0.0003
C  -2.578306  -2.720152  -1.184286  -0.0039
C  -3.439984  -3.770278  -1.510252  -0.0013
C  -4.788982  -3.671288  -1.236796  -0.0001
C  -5.321553  -2.528779  -0.640215  0.0013
C  -4.476070  -1.487383  -0.318446  0.0018
C  -3.107516  -1.571960  -0.572686  -0.0188
C  -2.241058  -0.437784  -0.229225  0.0263
O  -2.704637  0.660864  0.175040  0.0265
O  -0.977351  -0.507057  -0.426087  0.0032
H  -0.819672  -2.026066  -1.240223  -0.0042
H  -3.021148  -4.647194  -1.985872  0.0000
H  -5.442545  -4.494793  -1.499298  0.0000
H  -6.382220  -2.456641  -0.441538  -0.0001
H  -4.846431  -0.575205  0.131105  0.0020

Cartesian forces (eV/Å) of the 6 atoms listed first:
-0.16 -0.30 -1.07
-0.01 0.00 -0.06
-0.04 0.16 0.07
-0.02 0.19 0.37
0.08 0.00 0.18
0.00 0.00 0.01

As for the charge: -1. Its energy relative to the best compared isomer or geometry (same formula, charge and spin) is 91.6 kJ/mol. Its total energy is -2796.3627 hartree. The frontier orbital gap (spin up / spin down) comes out at 5.5 / 5.9 eV. Its spin multiplicity is 2. The HOMO energy (spin up / spin down) is -3.5 / -4.0 eV.

Copy entry 1 word for word.
Computed, not measured: C16H22N4O2S as an isolated structure, with the ωB97M-V functional and the def2-TZVPD basis.

Last column: natural (NBO) charge in e.
CARTESIAN COORDINATES (ANGSTROEM)
C  0.905356  -3.363263  -1.078392  -0.6138
C  1.579934  -2.200062  -0.357621  -0.3745
C  1.943042  -1.005331  -1.265277  -0.2659
C  3.016785  -1.398101  -2.288733  -0.5830
C  0.742113  -0.566599  -1.992318  0.3237
N  -0.200793  -0.216728  -2.545614  -0.3496
C  2.483202  0.112628  -0.366166  0.7072
O  3.641856  0.094512  0.002965  -0.6152
N  1.602303  1.058586  0.009921  -0.6115
C  1.923016  2.155529  0.899887  -0.2668
C  1.134927  3.390201  0.534240  -0.1876
C  -0.006274  3.777136  1.095852  -0.1870
C  -0.746120  3.024725  2.169701  -0.2742
N  -2.172902  2.822164  1.902953  -0.6476
C  -2.714574  2.622213  0.656278  0.6989
O  -3.547389  3.381077  0.192554  -0.5745
C  -2.138620  1.519046  -0.209129  -0.5448
C  -2.103423  0.146477  0.390080  -0.1864
C  -2.271276  -1.050354  -0.248189  -0.3134
C  -2.132543  -2.142205  0.631485  0.1901
C  -2.278441  -3.593846  0.275119  -0.6429
N  -1.856202  -1.860170  1.884999  -0.5969
S  -1.770770  -0.194378  2.050114  0.6074
H  0.675228  -4.157251  -0.369154  0.2210
H  -0.031228  -3.057140  -1.547769  0.2125
H  1.546419  -3.791380  -1.850100  0.2089
H  0.915388  -1.859971  0.444019  0.2197
H  2.488922  -2.549224  0.133171  0.2284
H  3.364494  -0.529745  -2.848496  0.2267
H  3.877959  -1.836952  -1.790169  0.2383
H  2.627262  -2.115922  -3.009045  0.2186
H  0.641688  0.960586  -0.274268  0.4071
H  1.747759  1.856724  1.936054  0.1972
H  2.983780  2.386273  0.830575  0.2412
H  1.566185  4.007567  -0.246143  0.2139
H  -0.466357  4.704856  0.769673  0.2156
H  -0.267520  2.068860  2.389166  0.2048
H  -0.689350  3.608474  3.089692  0.2259
H  -2.744435  3.516139  2.367602  0.3992
H  -2.701356  1.509456  -1.139764  0.2670
H  -1.130377  1.836840  -0.488165  0.2403
H  -2.483018  -1.141271  -1.304475  0.2434
H  -2.431064  -3.737904  -0.795309  0.2160
H  -1.393487  -4.158026  0.565227  0.2280
H  -3.130098  -4.034249  0.792969  0.2346

Cartesian forces (eV/Å) of the 6 atoms listed first:
0.11 0.02 -0.12
-0.38 -0.27 0.30
0.09 -0.33 -0.25
0.15 0.04 -0.26
0.07 0.02 0.06
-0.06 0.06 -0.07

Its energy relative to the best compared isomer or geometry (same formula, charge and spin) is 139.7 kJ/mol. Its total energy is -1390.5887 hartree. The frontier orbital gap comes out at 10.0 eV. The HOMO energy is -9.4 eV.

Q: Look up the energy relative to the best compared isomer or geometry (same formula, charge and spin) of the fourth one.
A: 91.6 kJ/mol

Q: The highest energy relative to the best compared isomer or geometry (same formula, charge and spin) belongs to which entry?
A: C6H14NO

Q: Which formula does entry 1 have?
A: C16H22N4O2S